[1]
Computed, not measured: 27 unconnected molecules or ions with the total composition C17H84ClN3O27P, with ωB97M-V/def2-TZVPD.

```
133
Properties=species:S:1:pos:R:3:forces:R:3
C 2.3137 -0.7652 3.6967 0.435 -0.507 -0.311
C 3.2349 -1.7302 2.9502 -0.559 0.730 -0.408
P 2.8261 -2.0084 1.1602 0.305 -0.681 -0.072
C 4.0140 -0.9269 0.2530 -0.180 -0.011 -0.095
C 4.5412 -1.6253 -1.0050 0.167 0.243 0.407
C 1.1131 -1.3889 1.0958 0.729 0.904 -0.861
C 0.1360 -2.1505 1.5878 -0.812 -0.399 0.543
C 0.1279 -3.5036 2.1714 -0.064 0.032 -0.140
C -0.3218 -4.4393 1.0694 -0.306 -0.089 0.191
C 0.7187 -5.3675 0.5570 -0.287 -0.056 -0.273
N -1.5282 -4.3327 0.6970 0.058 -0.008 -0.046
N -1.0352 -1.4684 1.4251 -0.706 -0.509 0.732
C -0.8366 -0.3073 0.8327 0.201 -0.105 -0.346
C -1.9172 0.6617 0.5511 -0.077 -0.066 0.021
C -2.8020 0.4348 -0.6902 0.036 0.061 0.348
C -4.1652 1.0830 -0.4915 0.043 0.257 -0.187
Cl -3.0053 -1.3249 -0.9954 0.042 -0.098 -0.053
N 0.4718 -0.2426 0.5983 0.576 0.543 0.382
C 1.1722 0.8335 -0.0968 -0.207 0.001 0.022
C 1.5930 0.3243 -1.4547 0.160 -0.035 0.162
C 0.4342 0.2777 -2.4130 0.035 0.462 -0.325
C 0.7009 -0.5991 -3.5939 0.108 -1.005 0.300
O 0.6942 -1.9817 -3.1787 0.109 0.218 0.165
H 2.1436 0.1234 3.0991 -0.003 0.321 0.010
H 2.7825 -0.4671 4.6237 -0.121 0.128 0.294
H 1.3620 -1.2426 3.8857 -0.267 0.053 0.240
H 3.2389 -2.7043 3.4192 0.210 -0.199 0.223
H 4.2336 -1.3148 2.9291 0.413 -0.164 0.172
H 4.8353 -0.8058 0.9491 0.173 -0.001 0.255
H 3.6661 0.0734 0.0369 -0.030 0.209 0.018
H 5.5917 -1.3881 -1.1103 0.229 0.162 -0.263
H 4.0183 -1.3186 -1.9008 -0.165 -0.070 -0.213
H 4.4917 -2.6967 -0.8830 -0.110 -0.330 -0.175
H 1.1181 -3.7606 2.5169 0.150 -0.085 0.252
H -0.5834 -3.5240 2.9879 -0.041 -0.153 0.303
H 1.7022 -4.9175 0.6001 0.230 0.058 -0.078
H 0.4890 -5.6557 -0.4619 0.076 -0.199 -0.232
H 0.7084 -6.2489 1.1908 0.128 -0.263 0.126
H -1.7371 -4.9794 -0.0633 -0.016 0.016 -0.010
H -1.9268 -1.8566 1.6993 -0.087 0.026 -0.299
H -1.4938 1.6569 0.5170 -0.015 0.339 -0.127
H -2.5639 0.6472 1.4196 -0.175 -0.039 0.342
H -2.3234 0.8442 -1.5651 0.208 -0.130 -0.332
H -4.3726 1.7814 -1.2947 -0.069 0.107 -0.174
H -4.1898 1.6433 0.4353 -0.089 0.095 0.219
H -4.9573 0.3470 -0.4739 -0.206 -0.137 0.124
H 1.9927 1.1799 0.5187 0.218 -0.113 0.179
H 0.4902 1.6678 -0.1991 -0.205 0.201 -0.029
H 2.4114 0.9247 -1.8350 0.136 0.191 -0.193
H 1.9761 -0.6827 -1.3260 0.174 -0.167 -0.045
H 0.1855 1.2754 -2.7646 -0.140 0.255 0.022
H -0.4480 -0.1274 -1.9285 -0.331 -0.019 0.161
H 1.6850 -0.4018 -4.0050 0.236 0.074 -0.195
H -0.0414 -0.4462 -4.3542 -0.252 0.074 -0.271
H 0.2374 -2.0308 -2.3245 0.038 -0.139 -0.437
O 2.3571 1.7388 5.7645 -0.239 0.066 0.266
H 3.0114 2.4341 5.9118 0.252 -0.137 -0.084
H 1.5309 2.2240 5.6636 0.104 0.091 -0.144
O -0.1202 -0.3513 5.8491 -0.030 0.091 -0.212
H -0.7925 0.3256 5.7170 -0.016 -0.019 0.082
H 0.7230 0.1203 5.8150 0.027 -0.056 0.126
O 1.3626 2.8184 3.1952 -0.153 -0.040 -0.346
H 1.6999 3.3594 2.4680 -0.041 0.108 0.073
H 0.9094 2.0814 2.7752 0.005 -0.032 0.114
O -2.4343 -0.1039 -3.9158 0.121 0.039 0.293
H -2.4355 -0.4506 -4.8159 -0.247 0.149 -0.088
H -3.0367 -0.6741 -3.4293 0.046 -0.169 -0.072
O -6.3894 0.8002 -3.0368 0.387 -0.139 -0.001
H -7.0315 0.1103 -3.2530 -0.187 0.215 -0.072
H -5.5634 0.3267 -2.8827 -0.040 -0.024 0.029
O 1.5562 -6.0983 -3.2262 -0.044 0.190 0.184
H 1.3503 -5.3728 -3.8318 -0.118 -0.216 -0.239
H 2.4057 -5.8226 -2.8687 0.163 0.023 0.123
O -9.2072 0.5645 -2.7961 0.090 -0.247 -0.342
H -9.7190 0.7067 -3.5986 -0.091 -0.231 0.042
H -8.8186 1.4340 -2.6017 -0.128 -0.108 0.060
O 3.0349 5.0075 2.9961 0.376 -0.291 0.073
H 3.2840 5.8388 3.4148 -0.288 0.113 -0.102
H 2.6795 4.4948 3.7324 -0.021 0.154 0.084
O -8.3612 2.8044 -1.7942 0.264 0.813 0.422
H -8.8339 3.6466 -1.8203 -0.153 -0.069 0.067
H -7.6943 2.9133 -1.1041 0.056 -0.087 -0.070
O 5.2766 3.2925 5.0356 -0.354 -0.015 -0.027
H 5.5844 2.4980 4.5810 0.261 0.073 0.060
H 5.0837 3.9156 4.3252 -0.021 -0.024 0.005
O -0.0052 0.6080 -6.5036 -0.085 0.018 -0.094
H 0.1008 -0.2589 -6.9112 -0.019 0.015 0.019
H -0.2352 1.1884 -7.2371 0.029 -0.010 0.001
O -3.4575 0.2980 3.8494 0.035 -0.176 -0.213
H -4.3958 0.2276 4.0615 0.012 0.119 0.019
H -3.1734 -0.6194 3.7718 0.014 0.024 0.189
O 7.5072 1.5686 3.8231 -0.160 0.057 -0.124
H 8.3070 1.5298 4.3585 -0.064 -0.052 0.030
H 7.8226 1.8539 2.9581 0.045 -0.023 0.046
O -9.5247 1.1681 0.7800 0.023 0.099 0.108
H -9.1810 1.5374 -0.0385 -0.185 -0.064 -0.103
H -9.5542 0.2171 0.6262 0.109 -0.003 -0.025
O -3.6447 0.4810 -6.5002 0.168 -0.026 -0.289
H -2.9567 1.1217 -6.2833 -0.101 -0.041 0.060
H -4.4441 1.0219 -6.4659 0.062 0.012 0.145
O 3.6122 -5.6393 -1.0578 0.021 -0.161 -0.009
H 4.5457 -5.8473 -0.9289 0.001 0.140 -0.082
H 3.1667 -6.4950 -1.0749 0.035 0.007 0.084
O 1.5786 6.5710 5.0288 0.130 0.023 0.041
H 1.8600 7.1751 5.7297 -0.113 -0.084 0.123
H 0.6930 6.3084 5.2970 0.010 0.043 -0.055
O 6.8205 -4.0041 -1.0656 -0.057 0.068 0.089
H 7.3616 -3.6454 -0.3507 0.128 -0.119 -0.058
H 7.1916 -3.6152 -1.8641 -0.005 -0.093 0.000
O 8.9003 -4.4668 1.0317 -0.120 0.053 0.148
H 8.2786 -5.1866 1.1880 0.064 -0.033 -0.073
H 9.5540 -4.5547 1.7333 0.023 0.016 -0.055
O -4.9821 2.6205 -5.0674 -0.069 0.000 0.273
H -4.6485 3.3950 -4.5916 0.179 0.078 -0.274
H -5.3068 2.0409 -4.3631 -0.169 -0.028 -0.153
O -7.8055 -0.9941 -0.5389 0.207 0.069 0.052
H -7.6887 -1.8181 -1.0216 -0.107 -0.008 0.012
H -8.0629 -0.3487 -1.2096 -0.160 -0.159 -0.114
O 1.5689 7.8558 7.7160 0.012 0.057 0.024
H 1.8683 8.6915 8.0887 -0.011 -0.011 -0.035
H 1.2603 7.3433 8.4700 0.034 -0.016 -0.033
O -6.6425 4.4825 -3.5399 -0.093 0.022 -0.082
H -6.6008 4.1658 -4.4518 0.114 0.105 0.009
H -7.1400 3.7877 -3.0960 0.023 -0.139 0.029
O -3.3827 5.1314 -4.9807 0.052 -0.032 0.077
H -2.7965 5.1273 -5.7436 -0.043 -0.008 -0.009
H -3.1365 5.9141 -4.4776 -0.077 -0.008 -0.014
O 8.7711 -0.4087 2.1680 0.014 -0.062 -0.128
H 7.8476 -0.4844 2.4298 0.084 -0.002 0.167
H 9.0885 -1.3114 2.0661 -0.033 0.004 -0.057
O 1.6325 -4.4497 -5.6301 0.336 0.550 -0.088
H 1.7142 -4.7196 -6.5496 -0.056 -0.171 0.014
H 2.2698 -3.7231 -5.5407 -0.319 -0.256 0.072
```
Forces are in eV/Å.

Output
Calculated total energy: -3695.22901 Eh
Total charge: +1
Gap between HOMO and LUMO: 8.79 eV
E_LUMO: -1.8800 eV
Max |F|: 1.45 eV/Å
Highest occupied orbital energy: -10.666 eV

Löwdin population analysis, charges in e, atoms 1 to 4:
1. C -0.14
2. C -0.37
3. P 1.09
4. C -0.39


[2]
Computed, not measured: a molecular structure, C39H67BrN4RuSSi, with ωB97M-V/def2-TZVPD.

```
114
Properties=species:S:1:pos:R:3:forces:R:3
Ru -0.4467 -0.1575 1.0510 0.431 -0.372 -0.282
C -4.0828 -1.1561 2.0381 0.090 -0.058 -0.006
C -4.2755 -0.9637 0.5658 -0.185 -0.081 0.023
C -5.5544 -0.7372 0.0637 -0.002 -0.019 0.017
C -5.7775 -0.5409 -1.2877 0.040 -0.043 -0.009
C -4.7038 -0.5345 -2.1621 -0.018 0.006 0.040
C -3.4140 -0.7803 -1.7063 0.035 0.135 -0.082
C -2.2670 -0.7331 -2.6873 -0.019 -0.051 0.042
C -3.2226 -1.0314 -0.3419 0.290 0.058 -0.151
N -1.8754 -1.3689 0.0579 -0.137 0.303 0.479
C -1.4517 -2.5321 -0.3071 0.586 -0.335 -0.048
C -2.3214 -3.6670 -0.7589 -0.034 0.127 -0.104
C 0.0300 -2.7324 -0.3404 -0.765 -0.267 -0.061
C 0.5730 -4.0135 -0.8964 0.084 0.017 0.086
N 0.7218 -1.7043 -0.0279 0.037 0.822 0.370
C 2.1438 -1.6673 -0.1522 -0.201 -0.065 -0.110
C 2.9577 -2.2984 0.7837 0.089 0.045 0.090
C 2.3663 -3.0563 1.9373 0.010 -0.026 -0.045
C 4.3344 -2.1683 0.6385 0.022 -0.012 -0.008
C 4.8796 -1.4336 -0.4026 -0.026 -0.006 0.016
C 4.0454 -0.8061 -1.3151 -0.006 -0.010 -0.005
C 2.6649 -0.9138 -1.2039 0.036 -0.012 -0.079
C 1.7512 -0.2697 -2.2118 0.016 -0.022 -0.004
H -4.9801 -0.8564 2.5781 0.007 -0.037 0.019
H -3.2398 -0.5654 2.3950 -0.008 0.048 -0.024
H -3.8680 -2.1987 2.2859 0.019 -0.011 0.006
H -6.3851 -0.7144 0.7585 -0.005 0.017 -0.005
H -6.7813 -0.3730 -1.6550 -0.004 0.016 0.001
H -4.8590 -0.3388 -3.2163 -0.009 0.004 -0.002
H -2.4773 0.0027 -3.4628 -0.003 -0.007 -0.017
H -2.1209 -1.6944 -3.1878 0.006 -0.021 0.024
H -1.3280 -0.4575 -2.2074 -0.033 0.000 -0.005
H -3.3749 -3.4463 -0.6159 -0.012 -0.005 0.010
H -2.0613 -4.5538 -0.1785 -0.017 -0.010 -0.010
H -2.1591 -3.9153 -1.8097 0.003 0.025 -0.009
H 0.2066 -4.1598 -1.9146 0.012 -0.011 0.001
H 0.2406 -4.8707 -0.3098 0.006 0.002 0.018
H 1.6598 -3.9996 -0.9162 -0.003 -0.005 -0.010
H 1.5027 -2.5267 2.3364 -0.023 0.014 0.026
H 3.0991 -3.1711 2.7342 -0.003 -0.013 0.004
H 2.0369 -4.0570 1.6440 0.003 0.011 -0.018
H 4.9844 -2.6513 1.3579 0.002 0.012 0.006
H 5.9536 -1.3526 -0.5042 0.005 0.012 0.010
H 4.4672 -0.2339 -2.1332 0.002 -0.001 -0.003
H 2.2798 0.4884 -2.7896 0.001 0.007 -0.003
H 0.8749 0.1826 -1.7370 0.016 0.039 0.006
H 1.3573 -1.0020 -2.9215 0.008 -0.013 0.013
C 4.1716 3.8135 1.4524 0.011 -0.040 0.000
N 3.3380 2.7543 1.9875 -0.007 -0.017 0.045
C 2.4440 2.0612 1.2803 -0.004 -0.008 -0.154
N 2.3017 2.3838 -0.0108 -0.031 -0.114 0.046
S 1.6006 0.8058 2.0636 -0.162 0.064 0.119
H 4.7023 4.2831 2.2748 0.008 0.004 -0.007
H 3.5613 4.5751 0.9631 0.004 0.021 0.021
H 4.9101 3.4290 0.7444 -0.002 -0.006 -0.002
H 3.4271 2.4897 2.9543 -0.015 0.026 0.004
H 2.9727 2.9670 -0.4817 -0.038 0.045 0.024
H 1.7123 1.8010 -0.5784 -0.063 0.018 -0.031
C -1.9004 -1.5152 4.7667 0.064 -0.060 -0.050
C -0.7376 -0.7676 4.0867 -0.123 -0.064 0.032
C -0.8882 0.7214 4.3973 0.007 -0.012 -0.017
C 0.5669 -1.3199 4.6861 0.037 0.025 -0.050
C -0.7579 -1.0930 2.6037 0.317 -0.172 -0.072
H -1.8574 -1.3478 5.8444 0.012 -0.003 0.001
H -1.8357 -2.5909 4.5883 -0.014 0.007 -0.002
H -2.8678 -1.1642 4.4143 -0.040 0.016 0.018
H -0.9227 0.8729 5.4788 -0.013 -0.016 -0.004
H -1.8174 1.1076 3.9727 0.003 -0.013 0.002
H -0.0632 1.3065 4.0003 0.019 0.039 -0.012
H 0.5569 -1.1600 5.7661 0.017 -0.001 0.003
H 1.4458 -0.8260 4.2731 0.011 0.009 0.002
H 0.6557 -2.3932 4.5069 -0.007 -0.011 0.021
H -0.9199 -2.1824 2.4590 -0.302 0.045 0.111
C -4.1705 3.6392 -2.1200 0.016 -0.003 0.004
C -4.0524 3.7412 -0.5920 -0.079 -0.014 0.009
C -4.5672 2.4081 -0.0317 0.024 0.028 0.005
C -4.9848 4.8652 -0.1026 0.012 0.005 -0.022
Si -2.2626 4.1122 -0.0597 0.054 0.052 0.154
Br -1.1014 2.1336 -0.3760 -0.088 -0.241 -0.441
C -1.3233 5.3157 -1.2104 0.039 0.071 -0.059
C -2.1502 6.6044 -1.3815 0.024 0.004 0.013
C 0.0432 5.6995 -0.6228 0.006 -0.016 0.008
C -1.0445 4.7340 -2.6072 -0.023 0.021 0.011
C -2.0208 4.4305 1.8085 0.023 0.109 0.066
C -2.9528 3.5432 2.6458 -0.013 -0.009 -0.020
C -2.3387 5.9031 2.1331 -0.010 -0.026 0.002
C -0.5920 4.1205 2.2902 -0.017 0.002 -0.004
H -5.1943 3.3453 -2.3700 0.002 -0.004 -0.004
H -3.5004 2.8794 -2.5294 -0.001 -0.008 -0.001
H -3.9736 4.5842 -2.6242 0.000 0.011 0.002
H -5.5773 2.2413 -0.4171 0.012 0.017 0.016
H -4.6272 2.3892 1.0537 0.008 0.003 0.017
H -3.9540 1.5669 -0.3547 -0.008 0.039 -0.014
H -6.0010 4.6527 -0.4476 0.002 0.006 -0.008
H -4.7069 5.8462 -0.4901 0.001 0.006 -0.006
H -5.0211 4.9300 0.9848 -0.007 -0.014 0.009
H -2.4064 7.0723 -0.4297 0.007 0.007 0.005
H -3.0739 6.4311 -1.9324 -0.011 -0.008 -0.008
H -1.5625 7.3290 -1.9531 -0.006 -0.001 -0.006
H -0.0344 6.2209 0.3298 -0.009 0.008 0.005
H 0.5449 6.3752 -1.3227 0.004 -0.015 0.002
H 0.6810 4.8225 -0.4871 0.005 -0.013 0.012
H -1.9492 4.5516 -3.1813 -0.011 -0.018 0.003
H -0.4815 3.8018 -2.5585 0.028 0.003 -0.002
H -0.4432 5.4571 -3.1668 -0.016 0.003 -0.007
H -4.0054 3.7852 2.5052 -0.005 0.009 -0.001
H -2.7224 3.6977 3.7046 0.005 -0.015 -0.001
H -2.8062 2.4825 2.4264 -0.002 0.009 -0.001
H -3.3384 6.1996 1.8118 -0.011 -0.001 0.001
H -1.6241 6.5927 1.6840 0.013 0.001 0.001
H -2.2898 6.0450 3.2168 0.001 0.003 0.000
H -0.3656 3.0558 2.2186 -0.008 -0.007 0.008
H -0.5188 4.4028 3.3455 0.003 -0.004 0.001
H 0.1777 4.6670 1.7489 0.005 0.013 -0.007
```
Forces are in eV/Å.

Output
Calculated total energy: -5101.75161 Eh
Total charge: +1
Gap between HOMO and LUMO (spin up / spin down): 6.18 / 7.10 eV
E_LUMO (spin up / spin down): -2.7866 / -2.8151 eV
Max |F|: 0.90 eV/Å
2S+1: 2
Highest occupied orbital energy (spin up / spin down): -8.967 / -9.915 eV
Energy relative to the best compared isomer or geometry (same formula, charge and spin): 5.3 kcal per mole

Löwdin population analysis, charges in e, atoms 1 to 4:
1. Ru 0.71
2. C -0.03
3. C -0.22
4. C -0.05


Number 1 is which compound?
C17H84ClN3O27P


Look up the max |F| of the first one.
1.45 eV/Å


What is the formula in the first record?
C17H84ClN3O27P